1.
16
Properties=species:S:1:pos:R:3 method="wB97M-V/def2-TZVPD" homo_ev="-10.575 / -10.382" lumo_ev="-2.59 / -3.50" orbital_gap_ev="7.99 / 6.88" max_force_ev_per_a=3.73 e_tot_ev=-32662.4188
H -0.6148 -1.8273 -0.1538
H 1.9480 0.0386 1.5739
C 0.0817 -1.3464 -0.9356
H -0.3438 2.2919 0.3418
O 2.2562 2.4483 -0.0065
Cl 3.3476 -1.5320 -1.0730
C 2.0440 0.3544 0.5264
H -1.4414 1.0978 -0.3471
N 2.9324 1.4978 0.4151
H -0.9294 0.9758 1.3020
O 1.1171 0.8524 -1.9539
P 0.6635 0.3265 -0.6789
C -0.6534 1.3106 0.2749
H 1.0645 -1.8467 -1.1818
O 4.0193 1.3933 0.8409
H -0.3315 -1.1752 -1.9885

---

2.
76
Properties=species:S:1:pos:R:3 method="wB97M-V/def2-TZVPD" homo_ev="-12.833 / -12.843" lumo_ev="-6.49 / -6.57" orbital_gap_ev="6.35 / 6.27" max_force_ev_per_a=1.03 s_squared=0.7561 total_charge=+2 multiplicity=2 e_tot_ev=-55794.0322
H -3.2712 -3.5717 -1.3748
C -4.3857 -2.4170 0.0666
H -3.0800 0.5540 -5.1042
H -1.0402 0.9078 -0.9930
C 2.7193 -0.6495 2.0638
H -0.7608 5.9565 1.0129
H -2.3721 1.3507 -2.8733
C -2.2103 4.3879 0.8752
C 2.4778 -2.0246 1.8611
B 2.6318 0.7582 -2.2517
C 3.9245 -2.5560 3.7037
C -2.1637 0.1847 -4.6651
H -1.3042 0.5797 3.0190
H 0.2884 1.5304 -1.6706
C 4.1625 -1.2306 3.9312
C -1.3701 -0.7183 -5.3537
C -4.3066 -1.4357 0.9977
H 3.3932 3.0854 2.4609
C 1.4370 -2.8796 -2.9372
C -0.1870 4.2402 2.1658
N 2.1503 0.2466 1.1990
H -4.0737 0.6088 2.5170
C -1.7162 2.3764 2.1202
H 4.3873 -3.3081 4.3267
H -1.6498 -1.0419 -6.3466
H -5.0041 4.1056 0.7611
C -0.2194 -1.2175 -4.7661
H 1.9538 2.2054 0.6462
H 0.1053 2.4005 3.2371
C 0.1727 -0.8146 -3.4902
H -2.8677 4.9608 0.2380
H -5.3242 -2.8984 -0.1644
C 3.3871 -1.5171 -1.5137
H 2.5797 -4.6342 -2.5178
C 2.5087 -3.5624 -2.3815
O -3.7208 2.4780 0.9219
C -1.9902 -2.2272 -0.3613
C 3.4836 -2.8886 -1.6512
C 2.3472 -0.7671 -2.1277
C 3.8025 1.1450 3.2583
C -4.6972 3.2237 0.1979
H 0.7223 4.6894 2.5417
H 0.6695 -3.4296 -3.4660
N -2.0195 1.0649 2.4998
C -1.0189 4.9524 1.3183
H 0.6904 -2.7014 1.1927
H 0.3976 -1.9220 -5.3087
C -2.5693 3.1114 1.2795
F 1.9570 1.5583 -3.0656
H 4.8190 -0.9192 4.7332
C 3.2250 2.0207 2.3873
H 4.1553 -0.9747 -0.9756
C -1.7739 0.6222 -3.4083
H -1.1012 -2.5510 -0.8933
C -3.1060 0.3176 2.1226
O -0.7138 -0.7023 0.9384
H -4.3182 3.5272 -0.7801
C 1.3273 -1.4903 -2.8361
C 3.0706 -2.9610 2.6562
C -3.0607 -0.7865 1.3002
C -0.6076 0.1421 -2.8406
H -5.5479 2.5614 0.0673
H 4.3169 -3.4234 -1.2150
C -3.2063 -2.7976 -0.6200
C -1.8526 -1.2259 0.6325
H -5.1923 -1.0909 1.5164
C 3.5695 -0.2435 3.1095
H 4.4487 1.4938 4.0537
N 1.5616 -2.3667 0.7803
C 2.4043 1.5243 1.3566
H 1.9425 -3.1236 0.2138
Ir 0.9077 -0.7179 -0.3535
F 3.5674 1.3211 -1.5034
N -0.2094 0.6525 -1.5265
C -0.5346 2.9573 2.5619
H 2.8821 -4.0155 2.4936